DFT (the ωB97M-V functional and the def2-TZVPD basis) results for a structure of composition C19H30NO3PRuS at a distorted geometry.

## Properties
Multiplicity = 2
Net charge = +3
Relative energy (zero: lowest compared OMol25 entry of this formula, charge and spin) = 84.0 kJ/mol
HOMO energy (alpha / beta) = -17.9 / -18.1 eV
Energy = -1855.85225 Eh

Each line ends with the Löwdin charge.
Cartesian coordinates (Å):
Ru1 -0.128 0.458 0.532  0.916
C1 1.163 1.959 -2.363  -0.021
O1 -0.018 1.299 -1.856  -0.380
C2 -0.496 0.209 -2.661  -0.145
C3 0.340 -1.011 -2.410  -0.125
O2 0.454 -1.153 -0.974  -0.250
C4 1.551 -2.053 -0.692  -0.128
C5 1.825 -1.965 0.781  -0.154
O3 1.890 -0.576 1.153  -0.336
C6 3.145 0.062 0.840  -0.019
H1 1.016 2.224 -3.411  0.117
H2 2.040 1.319 -2.262  0.094
H3 1.296 2.866 -1.778  0.098
H4 -0.485 0.500 -3.713  0.156
H5 -1.532 0.041 -2.360  0.130
H6 1.343 -0.901 -2.826  0.138
H7 -0.114 -1.911 -2.829  0.160
H8 2.406 -1.739 -1.293  0.137
H9 1.280 -3.071 -0.979  0.161
H10 2.740 -2.492 1.059  0.156
H11 0.992 -2.388 1.338  0.109
H12 3.957 -0.474 1.331  0.116
H13 3.094 1.077 1.228  0.094
H14 3.317 0.085 -0.237  0.097
C7 -1.756 3.423 -1.063  -0.156
P1 -1.792 1.980 0.010  0.874
C8 -3.409 1.201 -0.233  -0.187
C9 -1.372 2.350 1.699  -0.431
C10 -2.190 2.548 2.819  -0.051
C11 -1.603 2.732 4.049  0.010
C12 -0.203 2.703 4.202  -0.010
C13 0.622 2.520 3.118  -0.048
C14 0.043 2.362 1.842  -0.232
H15 -2.648 3.985 -0.771  0.089
H16 -1.833 3.124 -2.104  0.073
H17 -0.881 4.051 -0.906  0.074
H18 -4.165 1.648 0.418  0.074
H19 -3.361 0.134 -0.019  0.042
H20 -3.739 1.351 -1.261  0.074
H21 -3.268 2.550 2.724  0.131
H22 -2.223 2.918 4.916  0.140
H23 0.224 2.880 5.181  0.134
H24 1.697 2.585 3.230  0.128
H25 0.711 2.470 0.966  0.115
S1 -1.302 -0.628 2.105  0.806
C15 -0.444 -1.647 3.262  -0.596
N1 0.711 -1.258 3.835  0.086
C16 1.330 -1.955 4.810  0.007
C17 0.774 -3.122 5.275  0.021
C18 -0.425 -3.556 4.711  0.036
C19 -1.033 -2.825 3.701  -0.037
H26 1.127 -0.392 3.512  0.141
H27 2.254 -1.535 5.181  0.154
H28 1.266 -3.674 6.063  0.141
H29 -0.884 -4.473 5.057  0.145
H30 -1.962 -3.154 3.257  0.130


DFT (the ωB97M-V functional and the def2-TZVPD basis) results for a structure of composition C37H44F8N5PS2SeTc.

## Properties
Multiplicity = 4
Net charge = -2
Relative energy (zero: lowest compared OMol25 entry of this formula, charge and spin) = 0.0 kJ/mol
HOMO energy (alpha / beta) = -0.7 / -1.9 eV
Energy = -6129.06917 Eh

Each line ends with the Löwdin charge.
Cartesian coordinates (Å):
Tc1 0.014 -0.675 0.376  1.085
F1 -5.102 -5.235 -0.757  0.071
C1 -3.943 -4.741 -1.295  -0.608
F2 -4.222 -4.567 -2.605  0.093
F3 -3.058 -5.743 -1.197  0.108
C2 -3.530 -3.481 -0.588  -0.155
C3 -4.405 -2.959 0.331  -0.032
C4 -4.076 -1.783 0.994  -0.073
C5 -2.845 -1.240 0.731  -0.189
N1 -1.938 -1.735 -0.130  -0.101
C6 -2.283 -2.833 -0.897  -0.747
S1 -1.355 -3.373 -2.206  0.608
H1 -5.342 -3.460 0.531  0.112
H2 -4.733 -1.320 1.715  0.095
H3 -2.531 -0.348 1.255  0.066
N2 1.717 0.344 1.261  -0.003
H4 1.599 0.270 2.265  0.042
H5 1.695 1.329 1.003  0.038
H6 2.613 -0.057 1.006  0.025
F4 5.996 -5.022 2.886  0.093
C7 4.763 -4.576 2.588  -0.155
C8 3.828 -5.421 2.022  -0.161
F5 4.167 -6.697 1.765  0.093
C9 2.566 -4.950 1.710  -0.281
F6 1.728 -5.824 1.142  0.069
C10 2.169 -3.633 1.944  -0.503
Se1 0.418 -3.073 1.455  0.729
C11 3.135 -2.830 2.537  -0.241
F7 2.864 -1.548 2.837  0.063
C12 4.407 -3.269 2.849  -0.157
F8 5.303 -2.436 3.403  0.099
N3 -1.732 3.291 6.364  -0.009
C13 -1.551 1.891 6.368  -0.875
S2 -1.644 1.088 7.862  0.404
C14 -1.335 1.278 5.112  -0.289
C15 -1.376 1.999 3.882  -0.043
C16 -1.111 1.370 2.692  -0.197
N4 -0.794 0.065 2.572  -0.087
C17 -0.780 -0.642 3.731  -0.176
C18 -1.038 -0.106 4.964  -0.056
H7 -1.654 3.648 7.305  0.032
H8 -1.115 3.780 5.728  0.055
H9 -1.661 3.044 3.853  0.082
H10 -1.155 1.904 1.749  0.046
H11 -0.537 -1.693 3.627  0.032
H12 -1.005 -0.732 5.845  0.067
C19 -3.413 1.698 -1.547  -0.094
C20 -2.249 1.705 -2.551  -0.583
C21 -2.247 0.330 -3.227  -0.092
C22 -2.530 2.760 -3.627  -0.094
P1 -0.628 1.887 -1.562  0.867
N5 -0.593 1.104 -0.231  -0.376
C23 0.823 1.417 -2.659  -0.541
C24 0.722 1.875 -4.121  -0.088
C25 2.092 2.044 -2.076  -0.103
C26 1.018 -0.130 -2.677  -0.188
C27 -0.515 3.744 -1.148  -0.586
C28 -1.851 4.172 -0.520  -0.101
C29 -0.218 4.691 -2.314  -0.090
C30 0.544 3.949 -0.053  -0.101
H13 -4.273 1.204 -2.009  0.083
H14 -3.726 2.698 -1.252  0.053
H15 -3.141 1.142 -0.653  0.055
H16 -3.261 0.110 -3.576  0.086
H17 -1.956 -0.464 -2.546  0.043
H18 -1.593 0.287 -4.097  0.061
H19 -3.438 2.468 -4.167  0.085
H20 -1.727 2.837 -4.361  0.060
H21 -2.709 3.752 -3.208  0.053
H22 0.556 2.949 -4.216  0.058
H23 -0.068 1.355 -4.663  0.060
H24 1.666 1.640 -4.625  0.084
H25 2.141 3.120 -2.240  0.058
H26 2.955 1.596 -2.577  0.084
H27 2.177 1.849 -1.007  0.050
H28 0.203 -0.560 -3.254  0.078
H29 0.659 -1.948 -1.727  -0.032
H30 1.913 -0.266 -3.305  0.115
H31 -2.651 4.247 -1.255  0.051
H32 -1.725 5.162 -0.071  0.081
H33 -2.158 3.479 0.264  0.076
H34 -0.935 4.590 -3.131  0.052
H35 0.782 4.549 -2.722  0.058
H36 -0.276 5.724 -1.951  0.083
H37 0.422 3.202 0.731  0.050
H38 0.406 4.942 0.388  0.080
H39 1.563 3.898 -0.432  0.057
C31 1.167 -1.034 -1.428  -0.344
C32 2.569 -1.483 -1.132  -0.258
C33 3.679 -0.653 -0.928  -0.088
C34 4.947 -1.165 -0.663  -0.105
C35 5.161 -2.532 -0.613  -0.122
C36 4.081 -3.381 -0.839  -0.100
C37 2.821 -2.868 -1.086  -0.062
H40 3.561 0.421 -0.969  0.071
H41 5.772 -0.481 -0.496  0.091
H42 6.146 -2.932 -0.402  0.091
H43 4.221 -4.456 -0.811  0.102
H44 1.984 -3.540 -1.246  0.102